Record 1
Computed, not measured: a cluster of 2 separate species, C19H22N8O4S in total at a distorted geometry, with ωB97M-V/def2-TZVPD.

DFT total energy	-51001.8847	eV
E_LUMO	0.12	eV
Kohn-Sham gap	8.2	eV

```
54
Properties=species:S:1:pos:R:3:forces:R:3:nbo_charge:R:1
C -5.60506 -3.52808 -2.20119 0.1 0.0 -0.1 -0.6552
C -4.35683 -3.70267 -1.38934 0.3 -0.3 0.1 0.2310
N -4.13757 -4.97155 -0.87116 -0.6 1.6 -0.8 -0.5249
C -3.00792 -4.99470 -0.24323 0.0 -0.6 -0.1 0.2502
N -2.64753 -6.18682 0.29868 1.2 0.1 0.5 -0.7925
S -2.08342 -3.52582 -0.20941 -0.3 -0.1 -0.1 0.3953
C -3.36741 -2.77224 -1.14167 -0.6 -0.4 -0.2 -0.3135
C -3.25564 -1.36534 -1.52858 -0.2 -0.6 0.2 0.2461
C -4.29088 -0.59832 -2.03113 -1.0 0.0 -0.3 -0.3363
C -4.02583 0.71637 -2.34863 0.5 -0.3 0.3 0.1028
N -2.82410 1.24818 -2.15273 -1.0 1.1 -0.6 -0.5068
C -1.90158 0.46500 -1.62699 -0.7 -0.3 -0.2 0.5648
N -0.71493 1.10940 -1.42683 0.5 -0.2 0.3 -0.6026
C 0.52848 0.54775 -1.11130 0.5 -0.4 0.2 0.2333
C 1.65675 1.21366 -1.60148 0.7 -0.2 0.1 -0.2737
C 2.94203 0.73090 -1.34244 -0.6 -0.2 0.3 -0.1979
C 3.11007 -0.43014 -0.58589 0.3 -0.3 0.1 -0.2331
C 2.00700 -1.11158 -0.06810 -1.9 2.1 -0.9 0.1450
N 2.26159 -2.27472 0.66819 1.9 -1.9 0.7 0.0573
O 1.69675 -2.44158 1.95644 -0.3 0.6 -0.2 -0.1055
O 1.25454 -3.25723 0.85468 -0.2 0.8 -0.5 -0.1367
C 0.71759 -0.60874 -0.32338 -0.1 0.0 0.1 -0.2842
N -2.07218 -0.80632 -1.33675 1.4 -0.4 0.7 -0.5238
H -5.98433 -4.50489 -2.51523 0.1 0.1 0.2 0.2406
H -5.40710 -2.94493 -3.10305 -0.1 0.1 0.1 0.2230
H -6.37601 -3.03678 -1.60245 0.0 0.0 -0.1 0.2270
H -3.18508 -6.96800 -0.06057 0.3 0.2 0.1 0.4090
H -1.65581 -6.31399 0.46800 -0.4 -0.3 0.0 0.3929
H -5.29379 -0.96951 -2.16501 0.0 -0.1 0.0 0.2248
H -4.81967 1.33717 -2.75293 0.2 0.1 0.0 0.2001
H -0.72970 2.00335 -1.89744 0.2 0.0 0.1 0.4156
H 1.53973 2.10595 -2.20856 -0.1 0.0 0.0 0.2195
H 3.81160 1.24844 -1.73754 -0.2 -0.1 0.1 0.2251
H 4.10750 -0.81332 -0.39093 -0.2 0.0 0.0 0.2301
H -0.13317 -1.13154 0.09789 0.1 0.1 -0.1 0.2568
C 5.19377 1.62170 1.87110 -0.5 -0.2 0.2 -0.4114
N 3.82891 2.11790 1.70986 0.4 1.0 -0.6 -0.6133
C 2.75693 1.58367 2.31204 0.0 -0.9 0.5 0.6516
O 2.85083 0.61062 3.04583 -0.2 0.1 0.0 -0.6330
C 1.38264 2.21693 2.05704 0.4 0.7 -0.5 -0.3150
N 1.40092 3.33326 1.10168 -0.5 -2.0 0.5 -0.6239
C 1.70849 4.60463 1.34727 0.5 1.7 0.1 0.6673
C 1.99474 5.05387 2.76650 -0.1 -0.2 -0.2 -0.7192
O 1.77755 5.40312 0.42799 0.0 0.2 -0.3 -0.6320
H 5.89963 2.28368 1.36783 -0.2 0.0 0.0 0.2074
H 5.44195 1.56934 2.93326 0.0 0.0 -0.1 0.2156
H 5.27231 0.61760 1.45087 0.1 0.0 0.1 0.2042
H 3.67557 2.90919 1.10422 0.0 -0.1 0.0 0.4051
H 0.72933 1.43580 1.66855 0.1 0.0 0.0 0.2457
H 0.97462 2.54536 3.01228 0.1 -0.1 0.0 0.2321
H 1.17169 3.11958 0.14343 0.1 0.1 0.0 0.4102
H 2.82099 4.48058 3.18160 0.0 -0.1 0.2 0.2278
H 2.25888 6.11039 2.75501 -0.1 -0.2 -0.1 0.2484
H 1.10215 4.91544 3.37372 0.0 -0.1 0.2 0.2285
```
Forces are in eV/Å.

=====

Record 2
Computed, not measured: a cluster of 2 separate species, C3H10N2O in total at a distorted geometry, with ωB97M-V/def2-TZVPD.

DFT total energy	-8298.6683	eV
E_LUMO	1.06	eV
Kohn-Sham gap	9.0	eV
energy relative to the best compared isomer or geometry (same formula, charge and spin)	65.39	kcal/mol

```
16
Properties=species:S:1:pos:R:3:forces:R:3:nbo_charge:R:1
C -1.08191 2.13521 1.36647 -0.4 -1.6 -1.0 -0.5893
C -0.86232 1.85882 0.03908 0.7 1.5 -0.1 0.0119
N 0.37992 2.14623 -0.51335 -1.5 0.3 0.3 -0.7798
H -1.60160 1.35568 1.92333 -0.8 0.9 0.1 0.2077
H -0.51721 2.90262 1.89141 0.5 -0.6 -0.1 0.1963
H -1.55854 1.64538 -0.80166 0.0 -1.0 1.3 0.1963
H 0.97990 2.49388 0.22506 0.5 0.4 -0.8 0.3821
H 0.27377 2.56337 -1.43085 1.0 0.3 0.2 0.3770
N -0.10581 -2.67699 0.43402 -0.4 -0.3 0.7 -0.8721
C 0.78731 -2.20470 -0.59970 -0.1 0.4 0.5 0.1010
O 0.63266 -0.79776 -0.73048 0.7 -0.2 -0.4 -0.7393
H -0.42343 -3.63825 0.46566 0.1 0.0 -0.9 0.3723
H 0.29094 -2.55935 1.35904 0.2 0.4 -0.1 0.3581
H 0.62139 -2.63940 -1.58076 -0.5 -0.4 0.0 0.1583
H 1.83002 -2.42155 -0.35163 0.2 0.3 0.0 0.1358
H -0.05594 -0.44927 -0.15815 -0.1 -0.4 0.2 0.4838
```
Forces are in eV/Å.